Entry 1:
{"formula": "C32H51N4O2P2Pb", "method": "ωB97M-V/def2-TZVPD", "charge": 1, "molar_mass_g_mol": 792.93, "de_lowest_kj_mol": 0.0, "elements": ["C", "C", "C", "C", "C", "H", "H", "H", "N", "P", "P", "C", "H", "H", "C", "O", "C", "H", "C", "C", "C", "C", "C", "H", "H", "H", "C", "H", "H", "H", "C", "H", "H", "H", "C", "H", "H", "H", "C", "H", "H", "H", "C", "H", "H", "H", "C", "H", "H", "H", "C", "H", "H", "H", "C", "H", "H", "H", "C", "H", "H", "H", "C", "H", "H", "H", "C", "H", "H", "H", "Pb", "N", "C", "C", "C", "C", "C", "H", "C", "H", "C", "H", "H", "H", "N", "C", "N", "O", "H", "H", "H", "H"], "positions_angstrom": [[-1.969, -1.993, -0.781], [0.120, -1.628, -1.727], [-2.285, -2.939, -1.760], [-0.146, -2.526, -2.761], [-1.368, -3.198, -2.776], [-3.267, -3.415, -1.719], [0.601, -2.651, -3.550], [-1.605, -3.881, -3.591], [-0.742, -1.452, -0.705], [-2.740, 0.230, 0.799], [2.333, -0.758, -0.101], [-3.038, -1.481, 0.191], [-4.022, -1.494, -0.308], [-3.122, -2.160, 1.055], [0.490, 2.475, 2.716], [1.060, 3.370, 3.154], [1.365, -0.758, -1.743], [2.059, -1.089, -2.528], [3.766, 0.454, -0.328], [2.940, -2.479, 0.329], [-3.407, 1.372, -0.538], [-3.586, 0.383, 2.471], [3.326, 1.795, 0.306], [3.040, 1.657, 1.359], [4.176, 2.494, 0.278], [2.481, 2.253, -0.226], [5.024, -0.011, 0.421], [4.836, -0.131, 1.494], [5.440, -0.937, 0.006], [5.789, 0.771, 0.310], [4.114, 0.653, -1.810], [5.028, 1.265, -1.860], [4.324, -0.295, -2.321], [3.329, 1.186, -2.361], [3.487, -2.389, 1.779], [2.930, -1.647, 2.375], [3.383, -3.366, 2.268], [4.552, -2.131, 1.800], [1.755, -3.464, 0.336], [0.941, -3.115, 0.984], [1.359, -3.632, -0.673], [2.110, -4.431, 0.727], [4.002, -2.969, -0.682], [4.164, -2.287, -1.528], [4.966, -3.142, -0.184], [3.688, -3.936, -1.105], [-3.254, 1.768, 3.069], [-3.539, 1.767, 4.131], [-2.185, 2.025, 3.006], [-3.837, 2.561, 2.583], [-3.013, -0.709, 3.402], [-3.170, -1.716, 2.999], [-1.937, -0.566, 3.594], [-3.542, -0.653, 4.368], [-5.110, 0.218, 2.352], [-5.501, -0.047, 3.344], [-5.603, 1.158, 2.066], [-5.406, -0.576, 1.652], [-2.704, 1.100, -1.894], [-3.420, 1.282, -2.710], [-1.842, 1.769, -2.027], [-2.340, 0.072, -2.000], [-3.071, 2.812, -0.109], [-1.995, 2.933, 0.091], [-3.339, 3.484, -0.936], [-3.637, 3.128, 0.773], [-4.921, 1.185, -0.717], [-5.200, 0.145, -0.933], [-5.494, 1.535, 0.148], [-5.229, 1.798, -1.576], [0.009, 0.478, 0.973], [0.432, 1.463, -1.057], [0.885, 0.726, -1.987], [0.984, 1.277, -3.396], [0.912, 2.676, -3.509], [1.144, 0.494, -4.553], [1.065, 3.300, -4.747], [0.742, 3.252, -2.596], [1.256, 1.119, -5.799], [1.166, -0.599, -4.485], [1.230, 2.520, -5.900], [1.059, 4.390, -4.805], [1.370, 0.507, -6.696], [1.335, 2.997, -6.873], [0.793, -1.073, 5.407], [0.656, 0.195, 4.930], [-0.108, 1.029, 5.718], [1.161, 0.565, 3.839], [0.242, -1.423, 6.185], [1.430, -1.683, 4.922], [0.093, 2.015, 5.586], [-0.245, 0.729, 6.675]]}


Entry 2:
{"formula": "CH3NOS2", "method": "ωB97M-V/def2-TZVPD", "charge": 0, "molar_mass_g_mol": 109.18, "de_lowest_kj_mol": 123.8, "elements": ["C", "N", "O", "S", "S", "H", "H", "H"], "positions_angstrom": [[1.444, -0.138, 0.061], [-1.188, -0.124, -0.120], [-3.139, 1.233, 0.269], [0.023, -1.178, -0.494], [-2.763, -0.085, -0.249], [1.426, 0.306, 1.069], [1.780, 0.650, -0.631], [2.418, -0.664, 0.095]]}


Entry 3:
{"formula": "C3H7NO", "method": "ωB97M-V/def2-TZVPD", "charge": 0, "molar_mass_g_mol": 73.09, "smiles": "C=CN.C=O", "de_lowest_kj_mol": 267.2, "elements": ["C", "C", "N", "H", "H", "H", "H", "H", "C", "O", "H", "H"], "positions_angstrom": [[1.681, 0.067, -1.540], [1.148, 0.071, -0.312], [0.915, -1.062, 0.494], [1.570, 0.918, -2.191], [2.274, -0.815, -1.760], [0.791, 0.972, 0.180], [1.309, -1.843, -0.029], [-0.058, -1.287, 0.633], [-2.379, 0.790, 1.111], [-1.470, 0.010, 1.185], [-3.080, 0.776, 0.255], [-2.701, 1.404, 1.972]]}


Entry 4:
{"formula": "CCl6P", "method": "ωB97M-V/def2-TZVPD", "charge": 1, "molar_mass_g_mol": 255.70, "de_lowest_kj_mol": 383.6, "elements": ["C", "P", "Cl", "Cl", "Cl", "Cl", "Cl", "Cl"], "positions_angstrom": [[-2.652, -0.086, 0.014], [4.222, 0.052, 0.511], [-3.621, 1.186, -0.551], [-1.408, 0.201, 1.023], [-2.794, -1.583, -0.763], [5.307, 1.203, -0.650], [4.360, -1.727, -0.300], [0.686, 0.968, -0.085]]}


Entry 5:
{"formula": "C32H36BF5HgN2O", "method": "ωB97M-V/def2-TZVPD", "charge": -1, "molar_mass_g_mol": 771.05, "spin_multiplicity": 2, "de_lowest_kj_mol": 107.6, "elements": ["Hg", "F", "C", "C", "F", "C", "F", "C", "O", "C", "F", "C", "F", "C", "C", "C", "C", "C", "C", "C", "C", "C", "C", "C", "C", "N", "B", "N", "C", "C", "C", "C", "C", "C", "C", "C", "C", "C", "C", "C", "C", "C", "H", "H", "H", "H", "H", "H", "H", "H", "H", "H", "H", "H", "H", "H", "H", "H", "H", "H", "H", "H", "H", "H", "H", "H", "H", "H", "H", "H", "H", "H", "H", "H", "H", "H", "H", "H"], "positions_angstrom": [[-2.257, -1.831, -0.217], [-5.894, 2.169, 5.102], [-5.144, 1.214, 4.487], [-4.214, 0.469, 5.204], [-4.078, 0.685, 6.536], [-3.441, -0.479, 4.578], [-2.559, -1.189, 5.332], [-3.493, -0.755, 3.171], [-2.740, -1.570, 2.608], [-4.506, 0.016, 2.506], [-4.683, -0.191, 1.168], [-5.296, 0.955, 3.129], [-6.231, 1.635, 2.421], [-1.177, 1.822, 2.265], [0.245, 2.006, 1.740], [0.782, 3.413, 2.023], [1.148, 0.960, 2.345], [1.370, 0.969, 3.714], [2.243, 0.075, 4.298], [2.917, -0.832, 3.505], [2.684, -0.905, 2.139], [3.444, -1.925, 1.323], [3.193, -3.348, 1.826], [4.942, -1.598, 1.358], [1.781, -0.009, 1.557], [1.529, -0.051, 0.169], [0.345, -0.340, -0.576], [0.708, -0.084, -1.936], [2.036, 0.310, -1.974], [2.525, 0.324, -0.721], [-0.078, -0.094, -3.109], [0.126, -1.075, -4.094], [-0.660, -1.046, -5.236], [-1.626, -0.072, -5.416], [-1.822, 0.886, -4.442], [-1.059, 0.891, -3.282], [-1.288, 1.970, -2.251], [-2.726, 1.937, -1.729], [-0.946, 3.342, -2.841], [1.161, -2.160, -3.881], [0.678, -3.143, -2.808], [1.519, -2.928, -5.153], [-1.866, 2.487, 1.750], [-1.233, 2.030, 3.330], [-1.488, 0.793, 2.090], [0.227, 1.860, 0.657], [0.867, 3.581, 3.093], [0.114, 4.170, 1.616], [1.766, 3.550, 1.574], [0.851, 1.685, 4.334], [2.405, 0.094, 5.365], [3.632, -1.497, 3.966], [3.100, -1.879, 0.286], [3.580, -3.488, 2.832], [3.680, -4.066, 1.168], [2.128, -3.561, 1.840], [5.313, -1.624, 2.381], [5.126, -0.600, 0.965], [5.508, -2.315, 0.765], [2.527, 0.582, -2.890], [3.502, 0.608, -0.375], [-0.536, -1.792, -6.005], [-2.225, -0.065, -6.317], [-2.582, 1.639, -4.586], [-0.623, 1.781, -1.404], [-3.439, 2.128, -2.528], [-2.867, 2.693, -0.959], [-2.948, 0.963, -1.292], [-1.566, 3.556, -3.709], [0.097, 3.369, -3.152], [-1.109, 4.124, -2.104], [2.079, -1.687, -3.512], [-0.288, -3.565, -3.082], [0.569, -2.642, -1.849], [1.395, -3.954, -2.694], [0.688, -3.550, -5.481], [2.366, -3.582, -4.955], [1.792, -2.250, -5.959]]}


Entry 6:
{"formula": "ClIO2P", "method": "ωB97M-V/def2-TZVPD", "charge": -1, "molar_mass_g_mol": 225.33, "smiles": "O=[P@]([O-])(Cl)I", "de_lowest_kj_mol": 15.3, "elements": ["O", "P", "O", "Cl", "I"], "positions_angstrom": [[-0.907, -0.674, -1.270], [-0.238, -0.242, -0.014], [-0.471, -0.768, 1.335], [-0.818, 1.810, -0.031], [2.434, -0.125, -0.020]]}


Repeat the sixth record exactly.
{"formula": "ClIO2P", "method": "ωB97M-V/def2-TZVPD", "charge": -1, "molar_mass_g_mol": 225.33, "smiles": "O=[P@]([O-])(Cl)I", "de_lowest_kj_mol": 15.3, "elements": ["O", "P", "O", "Cl", "I"], "positions_angstrom": [[-0.907, -0.674, -1.270], [-0.238, -0.242, -0.014], [-0.471, -0.768, 1.335], [-0.818, 1.810, -0.031], [2.434, -0.125, -0.020]]}